{
  "formula": "C4H7NO2",
  "method": "wB97M-V/def2-TZVPD",
  "species": ["C", "C", "O", "C", "C", "N", "O", "H", "H", "H", "H", "H", "H", "H"],
  "coordinates": [[-1.16940, 1.76241, -0.77351], [0.13550, 1.53205, -0.70735], [0.74510, 0.30664, -0.89434], [0.25865, -0.74886, -0.14438], [0.76609, -0.77535, 1.27589], [0.07085, -1.94124, -0.89348], [-1.05020, -1.14004, -0.36034], [-1.87666, 0.97368, -1.00064], [-1.53789, 2.77034, -0.61283], [0.86000, 2.32510, -0.53704], [0.30004, -1.59584, 1.82793], [1.85317, -0.90255, 1.28397], [0.52289, 0.16572, 1.77888], [0.12186, -2.73205, -0.24277]],
  "forces_ev_per_angstrom": [[0.116, -0.046, -0.007], [-0.170, 0.226, 0.045], [-0.044, -0.001, -0.009], [0.079, -0.078, 0.236], [-0.010, 0.010, 0.035], [0.199, -0.234, 0.001], [-0.284, 0.136, 0.028], [0.071, 0.129, 0.089], [0.107, -0.147, -0.042], [-0.061, -0.136, -0.038], [0.049, 0.115, -0.098], [-0.162, 0.044, -0.044], [0.016, -0.118, -0.105], [0.095, 0.101, -0.091]],
  "lowdin_charge": [0.048, -0.196, -0.005, -0.652, 0.027, 0.158, -0.004, 0.065, 0.061, 0.116, 0.091, 0.094, 0.090, 0.107],
  "spin_multiplicity": 1,
  "de_lowest_kj_mol": 386.1,
  "total_charge": 0,
  "energy_ha": -361.7338
}